Computed, not measured: 14 unconnected molecules or ions with the total composition C62H92F3N11 at a distorted geometry, with ωB97M-V/def2-TZVPD.

CARTESIAN COORDINATES (ANGSTROEM)
1 C 0.47776 -4.40401 -4.07175
2 C -0.39806 -3.13261 -3.89932
3 C -0.36702 -2.17808 -5.07283
4 C 0.96852 -1.63610 -5.30034
5 N 1.97391 -1.14998 -5.50307
6 H 1.07448 -4.30370 -4.98111
7 H -0.10564 -5.31790 -4.17325
8 H 1.14611 -4.51274 -3.22274
9 H 0.03759 -2.60272 -3.05152
10 H -1.40263 -3.42721 -3.60368
11 H -1.02557 -1.32122 -4.88945
12 H -0.71507 -2.59559 -6.02394
13 C 3.80741 2.22628 -0.53458
14 C 5.03632 2.92800 -0.03389
15 C 4.73597 4.11214 0.89788
16 C 3.98091 3.70655 2.07403
17 N 3.37870 3.37998 2.99161
18 H 4.08095 1.30813 -1.05397
19 H 3.20652 2.85330 -1.19343
20 H 3.20415 1.89974 0.31673
21 H 5.69415 3.26369 -0.83727
22 H 5.64932 2.22015 0.53885
23 H 4.11461 4.86443 0.39928
24 H 5.64471 4.59825 1.25203
25 C -3.09321 -3.98979 0.27449
26 C -3.28752 -4.71605 1.61565
27 C -2.07715 -4.56896 2.54133
28 C -0.80849 -5.00570 1.97522
29 N 0.20690 -5.37583 1.57127
30 H -3.91175 -4.20340 -0.41371
31 H -2.16191 -4.31967 -0.19439
32 H -3.03432 -2.90601 0.39273
33 H -3.41177 -5.77954 1.39505
34 H -4.16912 -4.34175 2.13381
35 H -2.22199 -5.15032 3.45627
36 H -1.97178 -3.53420 2.87564
37 C 6.51078 0.93955 -2.89217
38 C 5.66903 -0.25553 -2.44831
39 C 4.57475 -0.60942 -3.43509
40 C 5.09369 -0.97308 -4.75681
41 N 5.50613 -1.24331 -5.78909
42 H 7.25333 1.17485 -2.12990
43 H 5.86522 1.82077 -2.96956
44 H 6.97756 0.77857 -3.86229
45 H 5.21183 0.00164 -1.48444
46 H 6.28038 -1.13189 -2.23423
47 H 3.90396 0.24462 -3.57161
48 H 3.97609 -1.44981 -3.07457
49 C 2.55715 -0.13014 5.80918
50 C 2.08978 1.09001 5.06729
51 C 1.69842 0.78931 3.63029
52 C 2.75545 0.16497 2.84225
53 N 3.59281 -0.32206 2.25188
54 H 3.42226 -0.60025 5.33539
55 H 1.76812 -0.88469 5.88764
56 H 2.86409 0.10459 6.83075
57 H 2.90440 1.82131 5.01387
58 H 1.31610 1.65148 5.59162
59 H 1.34793 1.67264 3.08528
60 H 0.80050 0.15212 3.59314
61 C 3.46526 -3.76608 6.09088
62 C 3.06915 -4.36960 4.75507
63 C 2.56355 -3.40082 3.70604
64 C 1.17473 -3.00067 3.93064
65 N 0.06883 -2.71649 4.04250
66 H 4.36473 -3.15661 5.99146
67 H 3.67516 -4.58516 6.77970
68 H 2.68537 -3.15030 6.54000
69 H 2.33144 -5.16272 4.90543
70 H 3.92009 -4.91464 4.33731
71 H 2.50249 -3.94077 2.75292
72 H 3.17830 -2.51066 3.59825
73 C 0.83937 4.84497 -5.98573
74 C 1.84384 3.73038 -6.26535
75 C 1.76192 2.55330 -5.29603
76 C 0.48794 1.87235 -5.37411
77 N -0.49381 1.27899 -5.45603
78 H 1.08307 5.38729 -5.06582
79 H -0.17867 4.47674 -5.86224
80 H 0.88657 5.57672 -6.79298
81 H 2.86863 4.11011 -6.23605
82 H 1.70821 3.36830 -7.28884
83 H 1.93887 2.88412 -4.27064
84 H 2.53616 1.81220 -5.51510
85 C -4.63435 -1.20766 2.80681
86 C -6.01549 -1.74327 3.15596
87 C -6.14736 -2.03034 4.65129
88 C -5.02097 -2.80918 5.15325
89 N -4.11963 -3.40388 5.50855
90 H -4.61025 -0.89405 1.76070
91 H -3.85418 -1.95792 2.92479
92 H -4.41452 -0.32259 3.40468
93 H -6.21984 -2.65426 2.58829
94 H -6.76819 -1.00910 2.86699
95 H -7.07142 -2.55124 4.90751
96 H -6.16555 -1.09450 5.21961
97 C -3.31379 2.93353 -3.46244
98 C -3.33551 3.91406 -4.62634
99 C -4.26351 5.10889 -4.46042
100 C -5.65818 4.77054 -4.13271
101 N -6.74787 4.52301 -3.88510
102 H -2.68152 2.08866 -3.74865
103 H -4.31173 2.53998 -3.25714
104 H -2.89078 3.35884 -2.55242
105 H -3.62264 3.34228 -5.50937
106 H -2.32388 4.28938 -4.77649
107 H -4.31961 5.66967 -5.39864
108 H -3.95170 5.80520 -3.67684
109 C -5.57712 2.05209 -0.37011
110 C -6.80066 2.79295 -0.85291
111 C -6.89005 4.25038 -0.40749
112 C -5.72482 5.04591 -0.80613
113 N -4.82794 5.68097 -1.12112
114 H -5.51409 2.05622 0.72264
115 H -4.64871 2.43597 -0.78734
116 H -5.68453 0.99972 -0.63467
117 H -7.67877 2.25988 -0.47292
118 H -6.89999 2.75906 -1.93942
119 H -7.01927 4.34870 0.67286
120 H -7.75602 4.71275 -0.88887
121 C 0.35645 5.10061 0.78582
122 C -0.58719 3.93617 1.08497
123 C -0.28741 2.70624 0.24441
124 C -0.09748 2.98144 -1.16760
125 N 0.07140 3.16119 -2.27562
126 H 1.40495 4.84196 0.94123
127 H 0.11486 5.94559 1.42872
128 H 0.24771 5.39905 -0.25862
129 H -1.59773 4.27343 0.83813
130 H -0.54384 3.68183 2.14127
131 H -1.06005 1.93728 0.35192
132 H 0.60226 2.19021 0.62788
133 F -1.80379 0.94377 2.67287
134 C -1.87882 1.10884 4.01416
135 C -2.04911 -0.00460 4.80638
136 C -2.03331 0.17954 6.18360
137 C -1.85198 1.45197 6.71745
138 C -1.62567 2.54862 5.89103
139 C -1.70279 2.38329 4.51728
140 H -2.13847 -0.97547 4.34085
141 H -2.23382 -0.68505 6.80381
142 H -1.90618 1.55823 7.79660
143 H -1.49023 3.51685 6.35189
144 H -1.67215 3.24050 3.85578
145 F 1.80380 -7.49410 -1.95618
146 C 2.80272 -6.58646 -1.89695
147 C 2.64479 -5.47187 -1.08803
148 C 3.65388 -4.52815 -1.04749
149 C 4.78515 -4.68228 -1.83107
150 C 4.93903 -5.80437 -2.62499
151 C 3.94272 -6.76590 -2.65305
152 H 1.73516 -5.36338 -0.50851
153 H 3.59300 -3.66808 -0.39048
154 H 5.59225 -3.97221 -1.70715
155 H 5.83573 -5.95188 -3.20919
156 H 4.05073 -7.64145 -3.28473
157 F -2.44107 -0.87879 0.48278
158 C -1.25538 -0.82007 -0.11269
159 C -1.17435 -0.34378 -1.40002
160 C 0.09033 -0.22072 -1.96318
161 C 1.23054 -0.55269 -1.24671
162 C 1.11256 -1.05845 0.03259
163 C -0.14534 -1.22613 0.59744
164 H -2.06738 -0.01587 -1.92017
165 H 0.18817 0.20788 -2.95582
166 H 2.18278 -0.49147 -1.75323
167 H 1.94731 -1.43170 0.61107
168 H -0.27729 -1.63507 1.59575

Atomic forces in eV per Å
C -0.25 0.43 -0.45
C 0.82 -0.90 0.72
C -0.57 0.33 -0.35
C -1.53 -0.49 0.15
N 1.65 0.71 -0.11
H 0.18 -0.13 0.11
H -0.08 0.03 0.03
H 0.10 -0.13 -0.03
H -0.29 0.15 0.07
H -0.19 0.26 -0.22
H 0.14 0.02 0.01
H 0.06 -0.25 0.18
C -0.32 -0.34 0.05
C 0.86 -0.01 0.58
C -0.20 0.16 -0.26
C 0.08 -0.08 -0.04
N -0.22 -0.05 0.27
H -0.17 0.26 -0.11
H -0.09 0.00 -0.02
H -0.15 0.08 -0.07
H -0.19 0.16 -0.10
H -0.12 0.01 -0.04
H 0.19 0.01 -0.11
H 0.06 0.03 -0.13
C 0.03 0.03 0.23
C 0.52 -0.13 -0.79
C -0.42 0.19 0.49
C 0.63 -0.21 -0.29
N -0.52 0.28 0.14
H -0.01 -0.05 0.03
H -0.07 -0.01 -0.04
H -0.05 -0.22 0.09
H -0.25 0.03 0.17
H -0.03 -0.11 0.08
H -0.05 0.05 -0.01
H 0.16 -0.02 -0.08
C -0.36 0.01 0.26
C 0.31 0.22 0.51
C -0.29 -0.11 -0.19
C -0.20 0.14 0.40
N 0.28 -0.10 -0.36
H 0.20 -0.06 -0.16
H 0.01 -0.02 -0.12
H 0.14 -0.03 0.05
H 0.02 -0.26 -0.24
H 0.17 -0.03 -0.20
H -0.07 -0.09 -0.03
H -0.04 0.05 -0.04
C -0.09 -0.58 0.61
C 0.97 0.98 -0.22
C -1.42 0.00 -0.39
C -1.36 0.90 1.18
N 1.45 -0.85 -1.05
H -0.04 0.07 -0.13
H 0.00 0.03 -0.07
H -0.04 0.10 -0.04
H 0.06 -0.15 0.02
H -0.41 -0.40 -0.13
H 0.40 0.17 0.18
H 0.37 -0.29 0.09
C 0.06 -0.12 0.04
C 0.18 -0.69 0.25
C -0.56 -0.37 -0.41
C 0.19 0.17 0.04
N -0.18 0.21 0.13
H -0.01 0.03 0.04
H 0.10 0.13 0.11
H -0.10 -0.01 -0.10
H -0.18 0.19 0.01
H 0.11 0.24 -0.03
H 0.27 0.24 -0.08
H 0.11 0.01 -0.08
C 0.42 0.26 0.27
C 0.06 0.07 -0.30
C 0.56 0.13 0.05
C -0.52 -0.51 0.14
N 0.04 0.22 0.04
H 0.03 -0.16 -0.01
H -0.01 -0.08 -0.23
H -0.23 -0.04 -0.02
H -0.09 0.10 0.09
H -0.07 -0.09 0.10
H -0.25 0.03 0.06
H -0.06 -0.03 -0.11
C -0.31 0.27 -0.56
C 0.17 -0.12 -0.11
C -0.23 0.25 0.31
C -1.06 0.60 -0.43
N 1.20 -0.80 0.46
H 0.02 -0.03 0.05
H 0.04 0.04 0.20
H 0.17 -0.08 0.08
H -0.02 0.01 0.02
H -0.10 -0.05 0.08
H 0.01 -0.05 -0.12
H 0.06 -0.01 -0.08
C 0.12 -0.25 -0.05
C 0.03 -0.39 0.29
C -0.59 0.42 -0.06
C 0.68 -0.07 -0.21
N -0.49 -0.16 0.14
H 0.00 0.04 0.09
H -0.04 0.08 0.07
H -0.11 0.13 0.02
H 0.03 0.19 -0.18
H 0.00 0.05 -0.15
H 0.14 0.05 0.09
H 0.20 -0.15 -0.01
C 0.00 -0.42 0.28
C -0.42 -0.17 -0.06
C -0.16 0.21 -0.22
C -0.52 -0.37 0.23
N 0.60 0.30 -0.14
H 0.09 0.22 -0.02
H 0.06 0.04 0.00
H 0.22 -0.04 -0.18
H -0.05 0.23 0.03
H 0.22 0.03 0.01
H 0.08 -0.06 -0.02
H 0.02 0.02 0.10
C -0.04 -0.12 -0.03
C -0.05 0.65 -0.43
C 0.11 -0.87 0.69
C -0.15 -0.39 1.43
N 0.29 0.43 -1.73
H 0.02 -0.11 0.12
H 0.05 0.08 -0.07
H 0.00 0.14 0.06
H -0.07 -0.06 0.24
H -0.04 -0.15 -0.03
H -0.12 0.23 -0.11
H 0.17 0.20 -0.24
F -0.23 0.02 -0.14
C 0.34 0.12 -0.08
C 0.32 0.12 -0.02
C -0.41 0.04 -0.28
C 0.16 -0.41 0.30
C -0.65 -0.40 0.36
C 0.06 0.34 0.04
H -0.02 -0.08 0.13
H 0.15 0.10 0.16
H 0.18 0.16 -0.12
H 0.03 0.13 -0.21
H 0.20 -0.15 -0.04
F 0.22 0.06 -0.01
C 0.05 0.43 0.09
C -0.51 -0.23 0.07
C 0.09 0.09 -0.03
C 0.44 0.05 0.42
C -0.06 0.04 0.07
C -0.08 -0.45 -0.43
H 0.07 -0.04 0.07
H -0.20 -0.03 -0.02
H 0.02 0.08 -0.28
H 0.03 0.03 -0.04
H -0.10 0.03 0.11
F -0.95 0.05 0.37
C 0.78 -0.02 -0.24
C 0.11 0.32 -0.17
C -0.10 0.44 -0.16
C -0.01 -0.17 -0.46
C -0.27 -0.75 0.41
C -0.01 0.17 0.33
H 0.04 -0.08 -0.02
H -0.05 -0.13 0.01
H 0.17 0.12 0.16
H 0.24 0.27 -0.20
H 0.07 0.04 -0.08

Results
HOMO energy in eV: -9.10
Total energy in hartree: -3319.53901
M in g mol⁻¹: 1048.49
Maximum force in Eh/bohr: 0.0391
Spin multiplicity: 1

Mulliken population analysis, charges in e, atoms 1 to 5: number 1, C, carries -1.070; number 2, C, carries 0.375; number 3, C, carries -0.656; number 4, C, carries 0.262; number 5, N, carries -0.435